11
Properties=species:S:1:pos:R:3:forces:R:3:lowdin_charge:R:1 method="wB97M-V/def2-TZVPD" homo_lumo_gap_ha=0.3435 energy_ha=-657.916557 lumo_energy_ev=-4.95 homo_ev=-14.30 total_charge=+1
H 1.918 -1.694 -2.723 0.53 0.31 -0.29 0.132
N -0.497 1.666 1.459 1.05 0.47 -1.76 -0.007
S -1.522 0.936 -0.992 -0.18 0.52 0.84 1.069
N 0.489 -0.915 -1.635 -1.92 1.86 0.46 0.048
H -0.669 2.640 1.185 -0.43 -0.07 0.40 0.093
H -2.180 0.927 1.192 -3.03 -0.21 0.69 0.044
H 0.625 -2.701 -2.330 -0.37 -0.76 -0.24 0.129
C -0.335 -0.152 -1.250 3.04 -3.30 -2.01 -0.352
H 0.397 1.508 1.003 0.62 -0.10 0.82 0.072
N -1.339 0.774 0.754 1.56 0.11 -0.11 -0.387
N 1.224 -1.955 -2.053 -0.88 1.18 1.20 0.160